Entry 1:
Molecular formula: C24H28N4O4
Method: DFT, the ωB97M-V functional and the def2-TZVPD basis

Total charge = 0
SMILES string = CC(C)CCNC(=O)[C@@]12CN(Cc3ccccc3)C[C@@H]1C(c1ccc([N+](=O)[O-])cc1)=NO2
LUMO energy = -0.9 eV
HOMO = -8.9983 eV

Each line ends with the natural charge from an NBO analysis.
Element x y z (Å)
C1 -1.08 4.08 -2.05  -0.607
C2 0.08 5.04 -1.81  -0.220
C3 -0.44 6.48 -1.84  -0.596
C4 0.79 4.76 -0.47  -0.404
C5 1.98 3.81 -0.57  -0.219
N1 1.62 2.49 -1.03  -0.609
C6 1.36 1.48 -0.18  0.669
O1 1.50 1.53 1.02  -0.635
C7 0.89 0.21 -0.89  0.131
C8 2.09 -0.73 -1.25  -0.226
N2 2.07 -1.81 -0.29  -0.429
C9 2.82 -1.52 0.93  -0.250
C10 2.81 -2.70 1.86  -0.063
C11 3.14 -3.96 1.38  -0.201
C12 3.13 -5.05 2.23  -0.206
C13 2.79 -4.90 3.56  -0.216
C14 2.46 -3.64 4.04  -0.226
C15 2.46 -2.55 3.19  -0.160
C16 0.67 -2.07 -0.04  -0.228
C17 -0.03 -0.68 -0.04  -0.325
C18 -1.29 -0.61 -0.86  0.154
C19 -2.55 -1.23 -0.52  0.029
C20 -3.64 -1.10 -1.38  -0.189
C21 -4.85 -1.68 -1.07  -0.178
C22 -4.97 -2.41 0.12  0.011
N3 -6.24 -3.02 0.45  0.527
O2 -7.16 -2.86 -0.33  -0.374
O3 -6.30 -3.65 1.48  -0.376
C23 -3.90 -2.55 0.98  -0.163
C24 -2.69 -1.96 0.67  -0.225
N4 -1.13 0.04 -1.95  -0.071
O4 0.12 0.55 -2.05  -0.367
H1 -1.84 4.21 -1.28  0.203
H2 -0.76 3.04 -2.03  0.211
H3 -1.54 4.27 -3.01  0.208
H4 0.81 4.93 -2.62  0.184
H5 -1.14 6.65 -1.02  0.203
H6 -0.96 6.68 -2.78  0.207
H7 0.38 7.19 -1.75  0.205
H8 0.07 4.35 0.25  0.210
H9 1.16 5.70 -0.06  0.209
H10 2.43 3.69 0.41  0.230
H11 2.73 4.22 -1.26  0.194
H12 1.38 2.37 -2.00  0.412
H13 3.04 -0.21 -1.25  0.215
H14 1.90 -1.13 -2.25  0.217
H15 2.44 -0.63 1.44  0.205
H16 3.85 -1.31 0.62  0.209
H17 3.41 -4.07 0.34  0.222
H18 3.39 -6.03 1.85  0.213
H19 2.78 -5.75 4.22  0.213
H20 2.19 -3.52 5.08  0.212
H21 2.20 -1.57 3.57  0.205
H22 0.54 -2.61 0.89  0.226
H23 0.27 -2.67 -0.87  0.204
H24 -0.15 -0.29 0.98  0.260
H25 -3.52 -0.53 -2.29  0.240
H26 -5.71 -1.59 -1.72  0.251
H27 -4.03 -3.11 1.89  0.250
H28 -1.85 -2.07 1.34  0.223

---

Entry 2:
Molecular formula: C24H28N4O4
Method: DFT, the ωB97M-V functional and the def2-TZVPD basis

Total charge = 0
SMILES string = CCN(c1ccc(NC(=O)CN2C(=O)N[C@]3(CCOc4ccccc43)C2=O)cc1)C(C)C
LUMO energy = 0.6 eV
HOMO = -7.6322 eV

Each line ends with the natural charge from an NBO analysis.
Element x y z (Å)
C1 6.66 -2.50 1.28  -0.606
C2 5.88 -1.87 0.13  -0.204
N1 5.45 -0.53 0.48  -0.485
C3 4.14 -0.17 0.09  0.135
C4 3.36 0.61 0.94  -0.220
C5 2.08 0.97 0.59  -0.226
C6 1.52 0.54 -0.61  0.131
N2 0.21 0.95 -0.90  -0.616
C7 -0.55 0.65 -1.98  0.666
O1 -0.22 -0.03 -2.92  -0.597
C8 -1.95 1.30 -1.90  -0.315
N3 -2.76 0.75 -0.84  -0.473
C9 -2.59 1.03 0.51  0.806
O2 -1.75 1.77 0.97  -0.643
N4 -3.52 0.33 1.18  -0.608
C10 -4.42 -0.41 0.32  0.016
C11 -4.39 -1.91 0.61  -0.422
C12 -5.47 -2.58 -0.23  -0.080
O3 -6.76 -2.13 0.12  -0.496
C13 -6.91 -0.79 0.29  0.391
C14 -8.22 -0.31 0.40  -0.272
C15 -8.46 1.03 0.58  -0.181
C16 -7.40 1.92 0.65  -0.239
C17 -6.10 1.45 0.56  -0.177
C18 -5.84 0.10 0.39  -0.153
C19 -3.82 -0.09 -1.06  0.711
O4 -4.21 -0.49 -2.13  -0.564
C20 2.28 -0.26 -1.46  -0.245
C21 3.57 -0.61 -1.11  -0.189
C22 6.48 0.49 0.33  -0.022
C23 6.50 1.09 -1.08  -0.633
C24 6.35 1.60 1.37  -0.616
H1 6.06 -2.48 2.19  0.211
H2 7.58 -1.96 1.48  0.198
H3 6.91 -3.53 1.04  0.206
H4 6.49 -1.89 -0.78  0.168
H5 4.99 -2.48 -0.05  0.206
H6 3.76 0.92 1.89  0.221
H7 1.48 1.57 1.26  0.213
H8 -0.22 1.51 -0.17  0.433
H9 -2.47 1.10 -2.84  0.263
H10 -1.84 2.38 -1.74  0.227
H11 -3.67 0.43 2.18  0.427
H12 -3.41 -2.33 0.36  0.231
H13 -4.59 -2.08 1.67  0.218
H14 -5.49 -3.66 -0.07  0.202
H15 -5.29 -2.37 -1.30  0.211
H16 -9.03 -1.02 0.33  0.226
H17 -9.47 1.39 0.65  0.218
H18 -7.58 2.98 0.78  0.217
H19 -5.27 2.14 0.63  0.214
H20 1.86 -0.60 -2.39  0.251
H21 4.14 -1.22 -1.79  0.208
H22 7.43 -0.02 0.50  0.194
H23 7.34 1.78 -1.18  0.211
H24 5.58 1.63 -1.28  0.213
H25 6.61 0.31 -1.83  0.206
H26 6.23 1.17 2.37  0.214
H27 7.24 2.22 1.37  0.209
H28 5.49 2.24 1.16  0.208

---

Entry 3:
Molecular formula: C24H28N6O2
Method: DFT, the ωB97M-V functional and the def2-TZVPD basis

Total charge = 0
SMILES string = CCN(Cc1ccccc1)[C@H](c1cc2ccc(C)cc2[nH]c1=O)c1nnnn1CCOC
LUMO energy = 0.1 eV
HOMO = -8.4060 eV

Each line ends with the natural charge from an NBO analysis.
Element x y z (Å)
C1 -1.00 3.81 0.30  -0.607
C2 -1.47 2.42 0.69  -0.218
N1 -1.06 1.43 -0.30  -0.440
C3 -1.98 1.38 -1.43  -0.234
C4 -1.30 0.92 -2.69  -0.061
C5 -1.84 -0.09 -3.47  -0.224
C6 -1.20 -0.51 -4.62  -0.204
C7 -0.01 0.08 -5.01  -0.210
C8 0.53 1.10 -4.24  -0.219
C9 -0.11 1.52 -3.09  -0.135
C10 -0.86 0.12 0.30  -0.131
C11 0.27 0.13 1.31  -0.059
C12 1.39 0.87 1.13  -0.109
C13 2.46 0.83 2.07  -0.160
C14 3.63 1.59 1.95  -0.134
C15 4.62 1.51 2.89  -0.244
C16 4.49 0.66 4.00  0.025
C17 5.59 0.60 5.02  -0.630
C18 3.35 -0.09 4.14  -0.271
C19 2.33 -0.02 3.19  0.278
N2 1.19 -0.77 3.31  -0.572
C20 0.14 -0.79 2.43  0.623
O1 -0.81 -1.54 2.61  -0.659
C21 -0.45 -0.92 -0.68  0.347
N3 0.59 -0.88 -1.49  -0.304
N4 0.63 -2.05 -2.11  -0.058
N5 -0.31 -2.81 -1.71  -0.080
N6 -1.02 -2.14 -0.80  -0.192
C22 -2.08 -2.78 -0.07  -0.280
C23 -3.48 -2.32 -0.51  -0.061
O2 -3.68 -2.33 -1.90  -0.541
C24 -3.58 -3.59 -2.51  -0.263
H1 -1.29 4.53 1.06  0.211
H2 0.09 3.82 0.20  0.207
H3 -1.43 4.12 -0.65  0.204
H4 -2.56 2.41 0.83  0.171
H5 -1.02 2.15 1.65  0.205
H6 -2.85 0.74 -1.22  0.175
H7 -2.35 2.39 -1.60  0.214
H8 -2.76 -0.57 -3.17  0.229
H9 -1.62 -1.31 -5.21  0.209
H10 0.50 -0.25 -5.90  0.210
H11 1.46 1.56 -4.54  0.208
H12 0.31 2.30 -2.48  0.201
H13 -1.77 -0.23 0.82  0.214
H14 1.47 1.50 0.26  0.241
H15 3.74 2.23 1.09  0.217
H16 5.52 2.09 2.78  0.214
H17 5.34 -0.07 5.83  0.215
H18 5.79 1.59 5.42  0.224
H19 6.51 0.24 4.55  0.226
H20 3.23 -0.75 4.99  0.206
H21 1.12 -1.41 4.10  0.415
H22 -1.96 -3.85 -0.24  0.231
H23 -1.95 -2.57 1.00  0.266
H24 -3.65 -1.29 -0.21  0.187
H25 -4.21 -2.97 0.00  0.175
H26 -4.19 -4.33 -1.99  0.164
H27 -2.54 -3.93 -2.57  0.190
H28 -3.96 -3.46 -3.53  0.197

---

Entry 4:
Molecular formula: C24H28N6O2W
Method: DFT, the ωB97M-V functional and the def2-TZVPD basis

Total charge = +2
LUMO energy = -6.7 eV
HOMO = -13.7771 eV

Each line ends with the natural charge from an NBO analysis.
Element x y z (Å)
W1 -0.49 0.33 -0.45  1.924
N1 -0.50 2.61 -0.12  -0.783
C1 -1.79 3.19 0.39  -0.243
C2 -2.76 2.09 0.75  -0.242
N2 -2.68 1.00 -0.26  -0.660
C3 -3.25 1.30 -1.60  -0.244
C4 -2.26 2.00 -2.52  -0.242
N3 -0.93 1.35 -2.46  -0.776
H1 -0.16 3.19 -0.88  0.403
H2 0.19 2.66 0.62  0.443
H3 -1.60 3.82 1.26  0.250
H4 -2.20 3.84 -0.38  0.215
H5 -2.49 1.65 1.71  0.241
H6 -3.78 2.48 0.83  0.233
H7 -3.21 0.21 0.11  0.424
H8 -3.55 0.35 -2.03  0.237
H9 -4.15 1.91 -1.49  0.235
H10 -2.65 1.99 -3.53  0.246
H11 -2.14 3.05 -2.25  0.205
H12 -0.92 0.53 -3.06  0.433
H13 -0.22 1.98 -2.83  0.411
O1 -1.30 -0.96 -1.63  -0.741
C5 -1.79 -2.22 -1.72  0.422
C6 -2.31 -2.67 -2.92  -0.280
C7 -2.82 -3.95 -2.98  -0.115
C8 -2.82 -4.79 -1.87  -0.223
C9 -2.29 -4.34 -0.68  -0.101
C10 -1.77 -3.04 -0.60  -0.258
C11 -1.13 -2.59 0.59  0.233
N4 -0.63 -1.42 0.81  -0.368
N5 0.07 -1.35 2.02  -0.337
C12 0.35 -0.12 2.27  0.555
O2 -0.13 0.83 1.45  -0.742
C13 1.22 0.26 3.39  -0.092
C14 1.48 -0.66 4.40  -0.161
C15 2.33 -0.32 5.43  -0.199
C16 2.92 0.94 5.46  -0.155
C17 2.66 1.86 4.46  -0.208
C18 1.80 1.53 3.42  -0.182
H14 -2.30 -2.03 -3.79  0.229
H15 -3.23 -4.31 -3.92  0.244
H16 -3.23 -5.79 -1.94  0.249
H17 -2.26 -4.98 0.19  0.237
H18 -1.01 -3.30 1.41  0.242
H19 1.02 -1.64 4.37  0.236
H20 2.53 -1.03 6.22  0.237
H21 3.59 1.20 6.27  0.236
H22 3.13 2.84 4.48  0.232
H23 1.60 2.24 2.64  0.196
N6 1.19 0.16 -0.86  -0.415
C19 2.53 0.02 -1.24  0.108
C20 3.08 -1.26 -1.23  -0.204
C21 4.41 -1.41 -1.58  -0.184
C22 5.17 -0.31 -1.96  -0.160
C23 4.60 0.96 -1.97  -0.177
C24 3.28 1.13 -1.61  -0.224
H24 2.48 -2.11 -0.93  0.229
H25 4.86 -2.40 -1.57  0.242
H26 6.20 -0.44 -2.24  0.242
H27 5.20 1.82 -2.26  0.239
H28 2.83 2.12 -1.59  0.210

---

Entry 5:
Molecular formula: C24H29BF3N2O6S2
Method: DFT, the ωB97M-V functional and the def2-TZVPD basis

Total charge = +1
LUMO energy = -4.8 eV
HOMO = -11.4436 eV

Each line ends with the natural charge from an NBO analysis.
Element x y z (Å)
C1 -3.63 5.02 0.77  -0.738
C2 -2.72 4.54 -0.33  0.706
O1 -1.52 4.64 -0.24  -0.563
N1 -3.39 3.97 -1.46  -0.524
C3 -3.90 5.13 -2.27  -0.407
C4 -2.46 3.19 -2.28  -0.230
C5 -2.15 1.83 -1.67  -0.411
C6 -3.39 1.11 -1.17  -0.411
C7 -3.85 1.54 0.23  -0.511
S1 -3.56 0.26 1.49  0.306
B1 -1.69 -0.01 1.82  1.057
O2 -1.42 -0.52 3.05  -0.893
N2 -0.75 0.27 0.80  -0.775
C8 -0.47 -1.05 0.15  -0.405
C9 0.47 0.90 1.35  -0.407
S2 -4.18 1.23 3.30  1.925
O3 -4.02 0.36 4.40  -0.829
O4 -3.45 2.46 3.32  -0.876
C10 -5.98 1.70 3.03  0.798
F1 -6.53 1.72 4.24  -0.262
F2 -6.57 0.78 2.26  -0.289
F3 -6.01 2.90 2.46  -0.275
H1 -3.38 4.52 1.70  0.248
H2 -3.53 6.09 0.89  0.256
H3 -4.67 4.80 0.54  0.219
H4 -3.89 6.03 -1.66  0.208
H5 -4.92 4.97 -2.59  0.212
H6 -3.23 5.31 -3.10  0.210
H7 -2.90 3.07 -3.26  0.202
H8 -1.51 3.71 -2.43  0.217
H9 -1.41 1.96 -0.89  0.231
H10 -1.71 1.22 -2.44  0.228
H11 -4.22 1.17 -1.86  0.242
H12 -3.15 0.05 -1.12  0.213
H13 -4.91 1.77 0.21  0.264
H14 -3.33 2.43 0.57  0.256
H15 -1.46 0.17 3.72  0.530
H16 -1.39 -1.63 0.15  0.190
H17 0.28 -1.61 0.71  0.226
H18 -0.10 -0.91 -0.86  0.227
H19 1.26 0.18 1.52  0.213
H20 0.28 1.40 2.29  0.199
H21 0.83 1.65 0.66  0.222
C11 3.58 -6.39 -2.87  -0.183
C12 2.41 -5.68 -2.58  -0.195
C13 2.47 -4.55 -1.80  -0.184
C14 3.68 -4.12 -1.28  -0.081
C15 4.85 -4.84 -1.55  -0.151
C16 4.79 -5.97 -2.35  -0.149
C17 6.16 -4.43 -0.97  0.549
O5 7.17 -5.06 -1.20  -0.507
C18 6.19 -3.23 -0.08  -0.152
C19 7.38 -2.86 0.51  -0.149
C20 7.43 -1.74 1.33  -0.182
C21 6.29 -0.99 1.55  -0.194
C22 5.09 -1.36 0.96  -0.184
C23 5.03 -2.49 0.15  -0.081
C24 3.73 -2.89 -0.44  0.623
O6 2.72 -2.23 -0.25  -0.601
H22 3.53 -7.27 -3.49  0.225
H23 1.46 -6.02 -2.98  0.220
H24 1.57 -3.99 -1.58  0.223
H25 5.69 -6.52 -2.56  0.244
H26 8.27 -3.45 0.34  0.244
H27 8.37 -1.46 1.79  0.225
H28 6.33 -0.11 2.18  0.220
H29 4.20 -0.77 1.13  0.223

---

Entry 6:
Molecular formula: C24H29BN13OS3Tl
Method: DFT, the ωB97M-V functional and the def2-TZVPD basis

Total charge = +1
2S+1 = 2
LUMO energy (alpha / beta) = -7.6 / -6.6 eV
HOMO (alpha / beta) = -10.1431 / -10.1407 eV

Each line ends with the Löwdin charge.
Element x y z (Å)
Tl1 1.03 -0.92 -0.47  0.788
C1 4.21 -0.65 2.74  -0.059
C2 2.99 -1.26 2.41  -0.148
N1 2.00 -0.31 2.31  0.022
N2 2.64 0.89 2.58  -0.026
C3 3.95 0.70 2.80  -0.084
B1 1.87 2.27 2.41  -0.620
N3 2.15 2.78 0.97  -0.025
C4 1.73 4.05 0.51  -0.053
C5 1.49 3.93 -0.86  -0.053
C6 1.86 2.60 -1.19  -0.146
N4 2.27 1.91 -0.08  0.015
N5 0.35 1.90 2.63  -0.021
C7 -0.16 1.12 3.70  -0.078
C8 -1.28 0.50 3.21  -0.098
C9 -1.50 0.96 1.87  -0.116
N6 -0.49 1.85 1.57  0.072
N7 2.25 3.38 3.45  0.097
C10 2.56 3.09 4.76  -0.001
C11 2.44 4.26 5.48  0.079
C12 2.14 5.26 4.52  -0.038
N8 2.19 4.74 3.30  0.140
H1 5.15 -1.14 3.01  0.106
H2 2.76 -2.33 2.28  0.096
H3 4.54 1.55 3.02  0.114
H4 1.57 4.92 1.17  0.106
H5 1.14 4.66 -1.59  0.098
H6 1.88 2.21 -2.20  0.102
H7 0.34 0.97 4.67  0.118
H8 -1.92 -0.12 3.84  0.098
H9 -2.32 0.84 1.11  0.116
H10 2.68 2.08 5.13  0.147
H11 2.69 4.40 6.52  0.130
H12 1.81 6.28 4.64  0.129
S1 1.82 -3.88 -0.52  0.650
C13 2.08 -3.47 -2.16  -1.139
S2 2.36 -1.87 -2.74  0.677
C14 2.11 -4.54 -3.10  -0.330
C15 2.70 -4.35 -4.39  -0.179
N9 3.16 -4.34 -5.47  0.234
C16 1.21 -5.58 -3.03  -0.182
N10 0.47 -6.51 -3.16  0.255
C17 -2.06 -3.82 -2.83  -0.070
C18 -1.77 -4.35 -1.43  -0.257
O1 -2.40 -3.45 -0.47  -0.214
C19 -1.79 -3.72 0.81  -0.279
C20 -2.42 -2.89 1.91  -0.061
H13 -1.80 -4.50 -3.61  0.048
H14 -1.46 -2.89 -3.05  0.085
H15 -3.17 -3.58 -2.99  0.101
H16 -0.71 -4.33 -1.16  0.035
H17 -2.13 -5.39 -1.27  0.136
H18 -0.68 -3.51 0.76  0.072
H19 -1.87 -4.82 0.97  0.130
H20 -2.36 -1.84 1.63  0.048
H21 -1.91 -3.02 2.90  0.098
H22 -3.48 -3.16 1.97  0.087
C21 -1.58 3.60 -4.17  -0.141
C22 -2.90 2.93 -4.45  -0.253
C23 -3.00 1.56 -3.73  -0.589
N11 -2.06 1.19 -2.84  -0.040
N12 -2.29 0.02 -2.21  -0.028
C24 -3.59 -0.31 -2.37  -0.697
N13 -4.09 -1.33 -1.64  0.095
S3 -4.45 0.64 -3.54  1.078
H23 -1.55 4.58 -4.66  0.080
H24 -0.72 3.05 -4.56  0.072
H25 -1.44 3.70 -3.08  0.070
H26 -3.00 2.72 -5.56  0.122
H27 -3.74 3.57 -4.17  0.106
H28 -3.46 -1.92 -1.08  0.073
H29 -5.07 -1.55 -1.72  0.100

---

Entry 7:
Molecular formula: C24H29BiFN5O11Se
Method: DFT, the ωB97M-V functional and the def2-TZVPD basis

Total charge = 0
LUMO energy = 0.3 eV
HOMO = -8.5664 eV

Each line ends with the Löwdin charge.
Element x y z (Å)
Bi1 -0.16 -0.20 1.19  1.890
O1 -0.75 3.20 3.72  0.075
C1 -0.54 2.69 2.64  -0.577
O2 -1.08 1.57 2.25  -0.279
C2 0.37 3.40 1.64  -0.093
C3 -0.12 3.24 0.19  -0.247
C4 0.55 4.28 -0.71  -0.085
C5 1.98 3.69 -0.84  -0.082
C6 1.88 2.44 0.03  -0.249
O3 0.51 2.01 -0.22  -0.210
C7 1.83 2.82 1.52  -0.087
C8 2.16 1.65 2.43  -0.555
O4 2.86 1.82 3.41  0.085
O5 1.70 0.47 2.09  -0.267
H1 0.40 4.44 1.94  0.154
H2 -1.20 3.14 0.08  0.163
H3 0.06 4.32 -1.68  0.113
H4 0.54 5.27 -0.27  0.118
H5 2.21 3.41 -1.87  0.112
H6 2.76 4.36 -0.49  0.119
H7 2.55 1.62 -0.21  0.150
H8 2.55 3.60 1.75  0.155
C9 -2.36 0.70 5.02  -0.016
N1 -0.92 0.62 5.26  -0.104
C10 -0.21 1.47 6.08  -0.034
C11 1.08 1.06 6.05  -0.024
N2 1.14 -0.03 5.21  -0.099
C12 2.34 -0.81 4.92  -0.020
C13 -0.09 -0.28 4.71  -0.651
Se1 -0.51 -1.63 3.48  0.758
H9 -2.76 1.46 5.67  0.098
H10 -2.81 -0.27 5.24  0.087
H11 -2.53 0.97 3.98  0.073
H12 -0.67 2.30 6.57  0.131
H13 1.96 1.46 6.51  0.132
H14 3.09 -0.53 5.65  0.098
H15 2.69 -0.57 3.92  0.070
H16 2.11 -1.87 5.00  0.081
F1 -0.30 -4.17 -5.21  0.078
C14 -1.27 -4.07 -4.29  -0.192
C15 -1.03 -4.28 -3.00  0.031
N3 -2.00 -4.21 -2.03  -0.001
C16 -1.59 -4.13 -0.64  -0.035
C17 -1.15 -2.72 -0.25  -0.674
O6 -1.51 -1.76 -0.95  -0.049
O7 -0.46 -2.65 0.81  -0.275
C18 -3.30 -3.85 -2.35  -0.467
O8 -4.18 -3.73 -1.53  0.103
N4 -3.52 -3.67 -3.71  0.224
C19 -2.61 -3.70 -4.75  -0.404
O9 -2.92 -3.47 -5.90  0.101
H17 -0.03 -4.54 -2.65  0.156
H18 -0.78 -4.84 -0.47  0.134
H19 -2.43 -4.42 -0.01  0.138
H20 -4.47 -3.41 -3.96  0.170
O10 2.96 -0.57 -2.59  0.134
C20 1.80 -0.68 -1.97  -0.462
O11 1.71 -0.58 -0.77  -0.004
C21 0.61 -0.91 -2.91  -0.223
N5 1.10 -1.08 -4.29  -0.021
C22 0.35 -0.17 -5.17  -0.179
C23 0.02 1.00 -4.26  -0.158
C24 -0.35 0.30 -2.95  -0.111
H21 0.08 -1.78 -2.52  0.117
H22 1.04 -2.04 -4.60  0.110
H23 2.73 -0.72 -3.54  0.107
H24 -0.57 -0.64 -5.53  0.119
H25 0.95 0.10 -6.04  0.114
H26 -0.78 1.62 -4.65  0.114
H27 0.91 1.63 -4.12  0.112
H28 -1.37 -0.08 -2.99  0.118
H29 -0.25 0.93 -2.07  0.095

---

Which formula does entry 6 have?
C24H29BN13OS3Tl